1.
Molecular formula: C3H6NO5P
Method: DFT, wB97M-V/def2-TZVPD

The value obtained for the LUMO energy is -0.2 eV. The value obtained for the HOMO energy is -0.3391 hartree. The HOMO-LUMO gap comes out at 9.076 eV.

Geometry (Å):
O 1.2610 0.2655 1.1091
H -1.2376 0.1655 1.7223
H -1.8073 1.5490 0.4955
P -0.2022 -1.2201 -0.9130
C -0.9257 1.0241 1.0104
H -1.7321 -2.8426 -0.9984
C 1.3094 1.6664 1.5130
O -1.5826 -2.0762 -0.3805
H 0.6300 1.0793 -0.6395
C 0.1928 0.3150 0.1144
O -0.0814 2.0803 1.5970
N 1.0786 -2.1923 -0.9579
H 1.8326 -1.7973 -0.3728
O -0.4531 -0.6756 -2.5315
H -0.6158 0.3043 -2.4613
O 2.3335 2.3547 1.6930

---

2.
Molecular formula: C2H8Br2Si3
Method: DFT, wB97M-V/def2-TZVPD

The value obtained for the LUMO energy (alpha / beta) is -0.9 / -0.9 eV. The value obtained for the HOMO energy (alpha / beta) is -0.3200 / -0.2761 hartree. The HOMO-LUMO gap (alpha / beta) comes out at 7.765 / 6.570 eV. The calculation puts the relative energy (zero: lowest compared OMol25 entry of this formula, charge and spin) at 291.6 kJ/mol.

Geometry (Å):
H 0.4418 2.4074 0.3625
H -0.2946 2.3640 -1.3727
Br 3.7248 0.5863 0.4323
H -0.3762 -0.5934 2.0155
C -0.2549 1.9444 -0.4346
H -1.6218 -1.5215 1.0793
H -2.1932 1.6043 1.3214
H 2.3106 0.4712 -2.2351
Si 2.0255 -0.2166 -0.8168
Si 0.4879 -1.7093 0.0212
H -2.4601 0.4964 -0.8291
H 0.9220 -2.8531 0.8900
Si -1.5531 0.8618 0.2153
Br -0.3023 -3.0411 -1.6106
C -0.8564 -0.8009 0.9613

---

3.
Molecular formula: C5H9NO
Method: DFT, wB97M-V/def2-TZVPD

The value obtained for the LUMO energy (alpha / beta) is 0.5 / 0.8 eV. The value obtained for the HOMO energy (alpha / beta) is -0.2668 / -0.3004 hartree. The HOMO-LUMO gap (alpha / beta) comes out at 7.743 / 8.969 eV. The calculation puts the relative energy (zero: lowest compared OMol25 entry of this formula, charge and spin) at 607.8 kJ/mol.

Geometry (Å):
H -0.7840 1.7423 -1.4768
N 1.7140 -1.0344 0.4006
H 3.5502 -1.0468 0.7288
H -1.5549 1.6808 0.1134
H -1.3617 -2.1763 0.0898
C -0.5753 -0.2620 -0.5382
O 2.9254 -0.3483 0.4936
H 0.3647 0.0370 1.3447
H -0.3072 -0.5757 -1.5504
C 0.7456 -0.1106 0.2634
C -1.6788 -1.1311 0.0280
H 1.3560 2.1384 0.2962
H -2.5758 -1.0853 -0.5992
C 0.6524 1.3259 0.1475
H -1.9609 -0.8018 1.0358
C -0.7192 1.2838 -0.4787

---

4.
Molecular formula: C2H7N2
Method: DFT, wB97M-V/def2-TZVPD

The value obtained for the LUMO energy (alpha / beta) is 0.6 / 0.5 eV. The value obtained for the HOMO energy (alpha / beta) is -0.0979 / -0.2505 hartree. The HOMO-LUMO gap (alpha / beta) comes out at 3.302 / 7.322 eV. Its multiplicity is 2. The calculation puts the relative energy (zero: lowest compared OMol25 entry of this formula, charge and spin) at 318.8 kJ/mol.

Geometry (Å):
H 0.0841 -1.6916 -0.1949
H -2.2759 -1.8420 0.0827
C -0.4484 -0.7357 -0.0671
H -0.4503 1.4442 0.1058
N -1.7712 -0.9049 -0.1797
H 2.0984 0.3108 -0.5853
H -2.3632 -0.2099 -0.1966
N 1.5306 0.8214 0.0878
C 0.1478 0.5054 -0.0470
H 1.6664 1.8085 -0.0185
H 1.7817 0.4938 1.0128

---

5.
Molecular formula: H26O29S4Zn2
Method: DFT, wB97M-V/def2-TZVPD

The value obtained for the LUMO energy is 5.4 eV. The value obtained for the HOMO energy is 0.1122 hartree. The HOMO-LUMO gap comes out at 2.396 eV. The net charge is -4. The calculation puts the relative energy (zero: lowest compared OMol25 entry of this formula, charge and spin) at 0.0 kJ/mol.

Geometry (Å):
O -1.3654 -5.7063 -0.0977
H -0.7112 3.1604 0.9287
O -0.5162 -1.4748 2.5411
O -0.6847 -3.6811 1.0154
O 1.6882 0.7181 -4.0683
H -0.1320 1.5823 2.0820
H 1.8401 -4.0199 -0.5641
H 2.1484 1.0198 0.9678
H 1.1357 0.7344 -4.8641
H -2.8901 0.6088 2.6444
Zn 0.5489 -2.2147 0.9824
O -3.7377 2.4333 -1.6045
S 2.2632 -3.4267 3.5763
O -1.5237 -5.6087 2.2884
H -0.7440 2.1405 3.3771
O 1.9783 -2.7438 2.2727
O 1.1074 -0.3510 0.6581
O -0.7312 1.2169 0.3942
O 3.0997 2.1605 -2.0639
S -1.4714 3.6358 -3.8968
O -1.0664 4.2641 -5.1551
H 2.6195 2.4854 0.8302
O -0.1179 1.4877 3.0571
H -2.1081 0.7891 1.3302
H -0.6649 -1.6048 -2.5041
O 1.6945 -3.0664 -0.5254
H 1.7800 0.3618 3.6541
O 3.5994 -4.0339 3.5717
H 3.6782 2.9278 -2.1195
O -0.8225 4.0521 1.3058
H -1.0426 -2.0906 3.0694
O -3.0314 -4.3244 0.9951
H -0.1495 -2.3152 -3.7539
H -0.5159 -0.6429 3.0337
H -3.1295 -3.6654 -0.6936
H -0.0381 4.1901 -1.9481
O 0.6731 0.7034 -1.4915
O -1.2217 4.6207 -2.8276
H -3.4444 2.7025 -2.5110
O -2.8515 3.1526 -3.9337
H 3.6571 1.4469 -1.7294
H 2.2550 -2.6923 -1.2095
O 2.5721 -0.0103 4.0320
H 2.2925 -0.8825 4.4281
O -3.3656 -2.9103 -1.2877
H 2.4042 0.1105 -4.2694
H 0.9248 4.2625 -0.7126
O 0.7313 3.7215 -1.4850
O -0.6923 -1.0452 -0.4795
O -0.5716 2.4574 -3.6528
H -2.9260 2.2691 -1.1173
S -1.6352 -4.8147 1.0433
Zn 1.0787 2.1063 -2.7344
O -0.8799 -1.7789 -3.4354
O 2.2764 -2.4834 4.7121
S 0.0747 0.1752 -0.2635
H -1.2185 3.8995 2.1656
O -3.0140 0.8429 1.7198
H -2.9903 -2.1411 -0.8480
O 2.6510 1.7347 1.4344
O 1.2330 -4.4455 3.7361

---

6.
Molecular formula: C46H33N6O5PPb
Method: DFT, wB97M-V/def2-TZVPD

The value obtained for the LUMO energy (alpha / beta) is -1.5 / -1.9 eV. The value obtained for the HOMO energy (alpha / beta) is -0.2774 / -0.2764 hartree. The HOMO-LUMO gap (alpha / beta) comes out at 5.999 / 5.654 eV.

Geometry (Å):
C -4.7880 -4.1567 2.2763
H -1.6284 -0.5698 -4.5879
C 6.6063 -3.1668 0.2036
C 1.8409 -3.5728 -3.3972
H 6.3088 -5.2470 0.6594
H -0.9845 -0.4801 -2.1962
O 1.5442 -2.4221 -1.2674
C -0.4324 4.4611 0.8734
H 6.5900 -1.0627 -0.2222
H -5.3276 -4.9700 2.7479
C -3.0983 0.7841 0.9350
H 2.7241 -1.5780 5.0995
C 6.0113 -1.9292 0.0597
C -4.4184 2.8009 0.8460
C 1.3125 -1.2099 -3.3494
H 3.0045 4.9601 -2.0215
H -4.3350 4.0615 2.5812
H -3.9808 -1.0596 -5.2031
H 7.6685 -3.2780 0.0261
H -4.3029 1.3630 -0.7481
H 2.4806 -1.9464 2.7076
C -4.5903 -1.8125 1.7538
C 1.5949 -2.3935 -2.4984
C -1.1735 2.8348 -0.7431
C 3.8819 -2.8941 0.6326
Pb 1.0844 -0.1386 0.0269
H 6.1097 2.4227 -0.4801
C 2.2891 -0.7954 4.4870
H 2.0184 0.5594 6.1306
H -1.0348 6.4829 0.5024
N -0.8932 -1.0290 0.4887
C -0.4766 3.1470 0.4154
O 0.8645 -3.9518 -5.5992
H 2.8154 -2.7886 0.7633
C 1.3079 1.3711 4.2754
C 1.5719 -0.0380 2.3008
O 2.4481 -4.5726 -3.1222
H -1.9501 -3.5437 0.5206
C -1.7882 5.1436 -1.0003
C -1.8372 3.8304 -1.4468
C 3.3586 4.0385 -1.5807
C -3.6986 -0.9839 -4.1590
C 4.4824 -4.1344 0.7799
C 4.1297 1.6494 -0.5400
C 5.8417 -4.2738 0.5620
H -1.1882 1.8052 -1.0964
C 1.1414 1.1517 2.9074
C -2.3794 -0.7139 -3.8149
C -1.0835 5.4561 0.1595
H -6.2180 -2.6640 2.8618
O 0.8942 -0.9833 -5.7252
C 1.8861 0.3974 5.0688
H -2.3909 3.5745 -2.3445
N 4.6888 0.3854 -0.1750
H 5.4053 4.6577 -1.3886
C -2.6769 1.1281 2.2221
H -2.7817 2.5698 3.8087
C -2.0210 -0.6431 -2.4729
C -2.8944 -3.3635 1.0247
C 4.6825 3.8657 -1.2314
C 2.1375 -1.0058 3.1173
H 0.1339 4.6841 1.7678
H -1.9952 0.4655 2.7481
C 5.0786 2.6412 -0.7251
H -5.0446 -1.2414 -1.0569
H 1.4384 3.0903 -1.6448
C -3.9709 1.6249 0.2512
C -2.9762 -0.8140 -1.4705
P -2.4123 -0.7638 0.2624
C -3.1184 2.3031 2.8127
C -5.2868 -2.8630 2.3449
C -3.3885 -2.0596 1.0893
H 0.9591 2.3137 4.6868
H -2.2920 5.9266 -1.5583
N 0.4651 2.2232 2.2463
N 0.2261 2.0665 1.0584
H -5.6786 -1.4024 -3.4371
O 1.2011 -0.0578 -2.9388
H -3.2044 -5.4170 1.5572
C 1.1146 -1.6753 -4.7660
C 1.2460 -3.1977 -4.7530
C 2.4741 2.9943 -1.3564
C 4.6383 -1.7903 0.2682
N 3.9412 -0.5422 0.0817
C -4.2962 -1.0879 -1.8258
H -5.1008 3.4530 0.3109
N 2.8328 1.8355 -0.8003
C -3.5929 -4.4067 1.6138
C -4.6533 -1.1742 -3.1658
H 3.8804 -4.9943 1.0460
C -3.9888 3.1418 2.1215
H -4.9831 -0.8058 1.8181

---

7.
Molecular formula: C4H9NO
Method: DFT, wB97M-V/def2-TZVPD

The value obtained for the LUMO energy is -0.4 eV. The value obtained for the HOMO energy is -0.2782 hartree. The HOMO-LUMO gap comes out at 7.165 eV. The calculation puts the relative energy (zero: lowest compared OMol25 entry of this formula, charge and spin) at 621.7 kJ/mol.

Geometry (Å):
C 0.5197 1.0574 1.5575
H -0.0997 2.7467 0.4130
H -0.9798 -1.5898 0.2832
H -0.0614 -2.8758 -0.6347
C -0.3215 -1.0086 -1.6934
H 1.6370 1.2818 1.3868
H 0.7394 0.6853 -1.9295
N 1.0050 -0.2719 -1.6564
H 1.0588 -0.2185 -0.6588
C -0.4852 -1.8548 -0.5929
O 0.2926 -0.0310 2.3914
H -1.1310 -0.5167 -2.2625
H -0.3223 -0.5413 1.8463
C -0.4209 1.7317 0.7908
H -1.4308 1.4057 0.7593

---

8.
Molecular formula: C22H58GaN8O8P2S
Method: DFT, wB97M-V/def2-TZVPD

The value obtained for the LUMO energy is 0.1 eV. The value obtained for the HOMO energy is -0.1895 hartree. The HOMO-LUMO gap comes out at 5.230 eV. The net charge is -1.

Geometry (Å):
H 0.6487 -6.8136 -4.3219
H -2.5086 1.1160 0.0474
H 3.7083 -1.6851 -5.8303
C 4.0035 1.4367 1.7201
H 3.6317 -3.7786 3.0934
C 5.0742 -3.7762 -4.9644
O -1.4681 4.4596 0.4627
N 3.6903 -3.4495 -4.6471
H -2.0664 7.3610 -2.3145
H -7.9104 0.9024 2.5084
H 5.1900 -2.7628 1.8114
C -5.5489 4.5664 0.8182
H -1.5775 0.9648 1.7812
C -2.4003 6.0409 2.3364
C -3.9182 5.8871 -0.9967
H 3.7977 -7.2659 -3.3359
H -6.4722 1.2444 3.6759
H 1.2266 0.1173 5.6677
H -3.9353 3.1331 0.0880
P 2.1419 -0.5794 2.2398
O -6.7641 0.7664 -2.2750
H 5.7290 -3.6683 -4.0956
H -1.5290 5.5674 -2.0471
P 2.8687 -4.1327 -3.2884
C 2.8814 -3.0645 2.7331
H 5.2962 -6.8682 -2.4924
C 3.4557 -5.6722 -1.1824
C 3.5885 -0.0302 4.6359
H -2.1571 7.1941 2.5162
S -3.9479 0.1081 1.8609
H 5.1563 -4.7828 -5.3666
C -2.1447 5.5751 0.7710
H 2.4349 -3.4515 1.8102
H 3.4599 0.5670 5.5501
H -1.7005 5.3863 3.0087
C 4.5118 -6.4598 -3.1457
C 2.1341 -5.2678 -5.7888
H 4.4082 0.4516 4.1091
N 3.1890 0.3388 1.2161
C -6.8313 3.6896 4.0139
H 1.4254 -1.5481 5.0818
H -1.8219 -0.5700 0.7053
N 3.8925 -5.2909 -2.5308
N -2.6772 6.4838 -0.3144
C 1.2771 -0.5098 4.7691
H 5.2317 -1.0568 1.5177
H 1.9667 1.6774 0.0706
H 0.2125 -5.1136 -3.9965
N 2.3478 -0.0641 3.8694
C -5.1284 3.1464 0.1318
H -6.2480 6.1801 -0.6977
H 4.4849 1.9933 0.9073
H -5.1437 6.8062 0.6958
N -5.9366 0.4682 -1.3991
H 3.9226 -1.0249 4.9441
O -7.5338 2.9981 2.9222
Ga -5.7161 1.4376 1.0994
H 2.5006 -1.6938 -4.5533
H -3.6318 4.8579 -1.4708
H 2.6501 -6.4123 -1.2186
H -4.1300 6.6176 -1.9169
O -3.9053 0.3245 3.4207
O -4.4083 -1.3672 1.6094
H 1.0112 -6.0930 -2.7624
H 1.6264 -6.1293 -6.2401
H 4.8366 1.0661 2.3120
O 0.9844 0.4199 1.9973
H 3.0986 -5.2196 -6.2988
C -1.6746 6.6027 -1.4816
H 1.5497 -4.3721 -6.0268
N 3.4726 -1.7283 2.5187
C 3.5268 -1.9958 -4.7922
O 3.3715 -2.9882 -2.3749
H 4.2074 -1.4301 -4.1446
H 3.4149 2.1452 2.3091
C -5.2658 5.9054 -0.0778
H 0.2952 -0.4429 4.2894
H 3.3508 0.9847 -0.8014
C -2.3206 0.4708 1.0075
H 3.0893 -4.8077 -0.6191
C 2.5789 0.7752 -0.0482
H -5.0689 4.5951 1.9026
N 2.2906 -5.4485 -4.3386
O -6.6181 0.3423 -0.2193
H -5.4629 3.2099 -1.0124
H 5.0234 -6.2366 -4.0785
H -6.7049 4.8255 3.6763
H 1.9437 -0.0141 -0.4665
H -3.5020 5.8879 2.7077
H -0.6290 7.0112 -1.1470
C 4.5529 -1.9122 1.5394
H -6.7323 4.5273 0.9752
H -7.4616 3.6869 5.0107
H 4.2848 -6.0929 -0.6004
H -5.7476 3.2472 4.1450
C -6.9986 1.6525 2.6864
H 2.0946 -3.0292 3.4913
H 4.1626 -2.0945 0.5319
C 0.9730 -5.8858 -3.8351
H 5.4698 -3.1397 -5.7648

---

9.
Molecular formula: C22H28FN3O4
Method: DFT, wB97M-V/def2-TZVPD

The value obtained for the LUMO energy is 0.7 eV. The value obtained for the HOMO energy is -0.2865 hartree. The HOMO-LUMO gap comes out at 8.513 eV.

Geometry (Å):
C 5.6250 -0.1833 0.0077
H 0.6249 3.1201 -1.3218
H 1.9511 0.2823 -0.9544
C 7.7793 -0.7205 0.9771
H -6.1077 1.0576 -0.5687
N 2.2386 2.2950 -0.3295
H 4.8833 -1.6528 -1.3784
C 6.6894 0.1218 0.8626
C 2.4529 1.2124 -1.2693
H -6.2744 -2.4249 -1.2426
O -2.2016 -0.9435 -0.7205
H -5.0213 -2.9004 -0.1007
C 0.8834 2.8147 -0.3061
H 2.5601 2.7327 1.6759
H -7.2612 -3.6462 0.6733
C -0.1463 1.8322 0.2022
H 8.5989 -0.4782 1.6353
C -1.6869 -0.0694 -0.0304
H -6.0105 0.8607 -3.0259
H -1.2778 1.1607 3.1610
H 6.8377 -3.1267 -1.2009
C 3.9557 0.9627 -1.3769
H -7.2326 -0.2178 -1.0941
H -3.3669 -2.1934 0.8721
C 4.2529 1.6611 0.8814
C -0.7869 0.9282 -0.5707
C 6.7875 -2.2122 -0.6312
O -2.6791 -0.7351 2.1659
H -0.6269 0.9130 -1.6369
H -4.3686 -1.7878 2.3014
N -5.4945 -0.8644 -0.1491
H -4.4795 0.3351 -2.3099
C 7.8203 -1.8780 0.2258
C -4.5305 -0.3751 0.6525
C -6.9697 -2.6056 0.7868
C 2.7473 1.9174 0.9745
C -5.5360 0.1014 -2.4103
O -4.2684 0.8128 0.7205
H -7.8480 -1.9815 0.6408
C -1.1848 1.0252 2.0949
H 0.8785 3.6935 0.3441
C -5.8885 -2.2528 -0.2351
C -3.7448 -1.3819 1.5012
C 5.6992 -1.3715 -0.7313
C -1.8822 0.0776 1.4229
H 4.7578 2.5956 0.5904
H -6.6089 -2.4539 1.8004
H 4.1503 0.1696 -2.0962
H 2.0629 1.5097 -2.2448
H 4.6102 1.3461 1.8622
N 4.4889 0.6075 -0.0786
C -6.1801 0.0696 -1.0279
F 8.8901 -2.7022 0.3302
H 2.2614 1.0044 1.3583
H -5.6290 -0.8609 -2.9086
H 4.4342 1.8874 -1.7384
O -0.3127 1.8782 1.5305
H 6.6845 1.0339 1.4372

---

10.
Molecular formula: C18H33N4O2PReSi
Method: DFT, wB97M-V/def2-TZVPD

The value obtained for the LUMO energy (alpha / beta) is 0.4 / -0.6 eV. The value obtained for the HOMO energy (alpha / beta) is -0.1722 / -0.2750 hartree. The HOMO-LUMO gap (alpha / beta) comes out at 5.087 / 6.874 eV. Its multiplicity is 4. The calculation puts the relative energy (zero: lowest compared OMol25 entry of this formula, charge and spin) at 60.1 kJ/mol.

Geometry (Å):
C -5.1940 -0.6001 -1.5905
H 4.2804 -0.0671 -0.9135
C -3.1225 0.4768 -0.8179
C -0.7538 -0.1633 3.8827
C -3.8081 -0.5204 -1.5622
H 2.0455 -0.1936 -3.5225
C 0.9233 3.1156 -2.0335
H 2.5806 -2.0857 -1.9810
H -0.5170 -3.0441 -1.3193
H -0.1295 2.0600 -4.5030
C -5.3173 1.3585 -0.1668
H 1.6325 3.2594 -1.2072
P 0.5978 1.3488 -2.2869
C -0.2287 -1.3717 4.2103
H -1.1560 0.4968 4.6360
C 2.1086 0.8450 -3.1780
N -1.7909 0.4477 -0.6966
H -0.1487 -1.8163 5.1840
H -0.8309 0.4810 -4.0999
N -0.9547 1.5466 2.1817
C -3.9306 1.4398 -0.1377
H 2.7461 -3.0514 -0.4685
H 3.7900 1.6174 2.1752
Re -0.0890 0.1334 -0.5036
H 1.1865 -3.4098 4.5547
H 1.8541 -3.7140 -1.8877
H 2.3982 0.7054 2.8115
H -3.1926 -1.2504 -2.0926
N 0.2713 -2.1754 3.2162
H -0.7874 1.8774 1.2014
O 0.3817 -2.7334 1.0321
H -5.9332 2.0874 0.3816
C 0.1154 -1.8391 1.9480
C 4.2063 0.3576 0.1001
C 0.8035 -3.4927 3.5534
C 2.7778 1.2884 1.9703
H 0.0113 -4.2328 3.5159
H 4.8125 -0.2915 0.7512
H 4.7343 1.3312 0.0924
H 2.2158 0.9568 0.0298
H -1.5109 1.9536 -3.3891
H -0.0038 3.6543 -1.7888
H -0.0069 -0.6879 -1.8857
C 2.7654 0.3986 0.7152
H -3.4193 2.2231 0.4219
H -7.0755 0.2691 -0.9036
H 2.2345 1.4958 -4.0517
H -5.6938 -1.3899 -2.1500
H -1.2464 2.2310 2.8667
Si 0.4739 -2.1374 -0.6258
C -5.9764 0.3447 -0.8853
O 2.2461 -0.8153 0.7990
H 2.9878 0.9434 -2.5324
H 1.3523 3.5627 -2.9446
C 2.0814 -2.8006 -1.3098
C -0.6913 0.2973 2.5695
H 2.1482 2.1662 1.8469
C -0.5760 1.4662 -3.6917
N -0.2836 -0.5797 1.6158
H 1.6057 -3.7734 2.8642

---

11.
Molecular formula: C4H13N3O
Method: DFT, wB97M-V/def2-TZVPD

The value obtained for the LUMO energy (alpha / beta) is -6.5 / -6.5 eV. The value obtained for the HOMO energy (alpha / beta) is -0.4569 / -0.5219 hartree. The HOMO-LUMO gap (alpha / beta) comes out at 5.925 / 7.696 eV. Its multiplicity is 2. The net charge is +1. The calculation puts the relative energy (zero: lowest compared OMol25 entry of this formula, charge and spin) at 426.5 kJ/mol.

Geometry (Å):
H 0.0382 -0.2050 -3.0732
N -0.5420 -1.0384 -0.1057
N -2.0852 1.3318 -0.7909
H 2.7106 -0.1607 2.1201
H 1.2225 -1.8167 2.9063
H -0.8158 -0.8857 -1.9860
H 0.9275 0.4912 2.3938
H 1.6358 1.3565 0.2823
H -1.5343 -1.2828 -0.1519
H -2.4885 2.2595 -0.8157
H -0.2465 2.3164 -0.1421
H 1.8697 -0.3075 -0.4023
N 1.3145 -1.5425 1.9346
O -0.8771 -0.4083 -2.8450
C -0.1704 0.2172 0.0302
C 1.4896 -0.1552 1.7399
H 3.2515 0.2832 2.6935
C -0.8386 1.4196 -0.1156
C 1.3740 0.3078 0.3411
H 0.5053 -1.8934 1.4027
H -2.0816 0.9538 -1.7391

---

Q: What is the formula in the third record?
A: C5H9NO